DFT (ωB97M-V/def2-TZVPD) results for 3 unconnected molecules or ions with the total composition C6H12N2 at a distorted geometry.

LUMO (alpha / beta) in eV: 0.88 / 0.88
2S+1: 1
Energy relative to the best compared isomer or geometry (same formula, charge and spin) in kJ/mol: 658.5
E_HOMO (alpha / beta) in eV: -6.36 / -6.45
Kohn-Sham gap (alpha / beta) in eV: 7.24 / 7.33

Geometry (Å):
C -1.9163 0.7043 -0.9499
H -2.0116 1.6787 -1.4238
H 0.9223 2.3009 -0.7153
H 1.0262 -1.6805 2.2010
C 1.2992 0.3637 1.7310
C 0.4498 0.3626 -0.3887
H -0.8942 -0.1079 0.9574
H 0.1848 -1.1942 -1.8694
H 1.7026 1.3351 2.0094
C -2.8558 -0.2254 -0.9933
N 1.0730 1.3589 -1.0416
H -2.7411 -1.1883 -0.4948
H 1.8076 1.1611 -1.6985
H 2.0311 -0.7280 3.4074
H -3.8125 -0.0873 -1.5024
H 0.3249 -1.7998 -0.2441
C 0.6868 -1.0240 -0.9150
N -0.4909 0.7059 0.5110
C 1.4617 -0.7188 2.4748
H 1.7525 -1.2173 -1.0551

Atomic forces in eV per Å
0.1100 0.3194 1.4154
-0.0025 -0.0831 0.0391
0.1150 -0.1012 -0.0698
0.1074 0.0005 -0.0865
0.5975 -0.6463 -0.9435
2.5483 -0.6181 2.0083
0.1574 -0.0930 -0.0094
-0.0964 0.3180 -0.0462
0.0257 0.0462 -0.0196
0.1083 0.0179 0.0757
-0.5615 -0.0654 -0.0765
-0.0201 0.1117 0.0924
-0.0993 0.0681 0.1174
-0.1687 0.0581 0.0163
0.2306 -0.0322 -0.1711
-0.0912 0.2245 0.2331
0.1532 -0.3338 -0.0374
-3.0538 0.5230 -2.6030
-0.0366 0.0973 0.0638
-0.0234 0.1887 0.0015

Here is what Mulliken gives for the atomic charges, in e:
1. C -0.32
2. H 0.25
3. H 0.27
4. H 0.15
5. C -0.31
6. C 0.89
7. H 0.36
8. H 0.42
9. H 0.22
10. C -0.55
11. N -0.35
12. H 0.18
13. H 0.19
14. H 0.25
15. H 0.26
16. H 0.26
17. C -1.53
18. N -0.54
19. C -0.58
20. H 0.47



DFT (ωB97M-V/def2-TZVPD) results for C4H5N3 in the gas phase at a distorted geometry.

LUMO in eV: 0.20
2S+1: 1
Energy relative to the best compared isomer or geometry (same formula, charge and spin) in kJ/mol: 461.5
E_HOMO in eV: -9.20
Kohn-Sham gap in eV: 9.40
SMILES: [H]/N=C/c1cn[nH]c1

Geometry (Å):
C 0.6065 -1.3505 -0.2909
N 2.0551 0.2037 0.2629
H 2.9214 0.5737 0.5561
C -0.1316 -0.0191 -0.3554
N 1.9992 -1.0813 0.0884
H -1.7173 1.2335 -0.5729
H 1.0838 2.0260 0.1711
C 0.9496 0.9893 -0.2582
N -2.6272 -0.5392 0.2593
H -3.5669 0.0017 0.7243
H 0.0051 -2.2143 -0.4229
C -1.5775 0.1765 -0.1617

Atomic forces in eV per Å
2.2225 5.9587 1.4173
-2.9540 1.4417 -2.9659
0.9535 0.5320 0.0433
3.8048 -2.7203 0.5854
-4.9690 -2.5463 -0.8986
-0.4872 -0.6987 1.1768
-1.0348 -1.0184 -1.1618
0.2288 -2.5523 3.8592
1.5134 1.9751 1.3636
3.5605 -1.1629 -2.6857
0.6721 -1.2167 0.0357
-3.5104 2.0081 -0.7695

Here is what Mulliken gives for the atomic charges, in e:
1. C -0.29
2. N 0.28
3. H 0.21
4. C 0.30
5. N -0.68
6. H 0.22
7. H 0.28
8. C -0.43
9. N -0.64
10. H 0.27
11. H 0.43
12. C 0.05